{
  "formula": "C22H24CuN3O5Si",
  "method": "ωB97M-V/def2-TZVPD",
  "symbols": ["Cu", "O", "C", "C", "C", "N", "C", "C", "C", "O", "O", "C", "O", "O", "H", "H", "H", "C", "C", "C", "C", "N", "C", "C", "H", "H", "H", "H", "H", "H", "H", "C", "Si", "C", "C", "N", "C", "C", "C", "C", "C", "C", "H", "H", "H", "H", "H", "H", "H", "H", "H", "H", "H", "H", "H", "H"],
  "coordinates": [[-0.4532, 0.7528, -0.3188], [-5.8079, 2.9301, 1.8107], [-4.6912, 2.3818, 1.2564], [-4.6997, 1.1334, 0.6541], [-3.5298, 0.6431, 0.0877], [-2.3782, 1.3124, 0.1886], [-2.3886, 2.5398, 0.7203], [-3.5137, 3.1212, 1.2657], [-1.0843, 3.3113, 0.5763], [-0.9734, 4.4107, 1.0984], [-0.2259, 2.7081, -0.1385], [-3.5929, -0.6403, -0.7734], [-4.3559, -1.5216, -0.3495], [-2.8064, -0.6423, -1.7291], [-6.5418, 2.3154, 1.6967], [-5.5913, 0.5249, 0.5762], [-3.4552, 4.1168, 1.6725], [-0.4552, -5.5451, 0.2185], [-0.4639, -4.0516, 0.1015], [-1.2629, -3.2631, 0.9173], [-1.2668, -1.8917, 0.7420], [-0.5079, -1.2813, -0.1602], [0.2705, -2.0217, -0.9407], [0.3102, -3.4001, -0.8503], [-0.8411, -5.8667, 1.1840], [0.5522, -5.9408, 0.0965], [-1.0811, -5.9868, -0.5567], [-1.9003, -3.7034, 1.6695], [-1.9087, -1.2649, 1.3414], [0.8741, -1.4864, -1.6584], [0.9506, -3.9565, -1.5204], [1.1993, 1.7398, 2.3571], [2.1897, 0.5977, 1.2292], [4.0068, 1.0924, 1.4186], [2.0354, -1.1412, 1.9741], [1.5505, 0.6004, -0.3608], [2.0913, 0.8733, -1.5741], [3.4692, 0.7781, -1.8584], [3.9694, 1.0031, -3.1247], [3.1339, 1.3181, -4.1859], [1.7722, 1.3984, -3.9355], [1.2653, 1.1840, -2.6701], [1.6336, 1.7374, 3.3578], [0.1642, 1.4149, 2.4563], [1.1816, 2.7602, 1.9848], [4.2037, 1.2209, 2.4838], [4.2443, 2.0276, 0.9189], [4.6862, 0.3261, 1.0520], [2.6757, -1.2453, 2.8484], [2.3274, -1.9016, 1.2514], [1.0178, -1.3616, 2.2882], [4.1523, 0.5079, -1.0686], [5.0382, 0.9188, -3.2850], [3.5309, 1.4912, -5.1765], [1.0850, 1.6390, -4.7362], [0.1956, 1.2828, -2.5231]],
  "forces_ev_per_a": [[0.2751, 0.2918, 0.3088], [0.0741, -0.0373, -0.0403], [0.0000, -0.0177, -0.0150], [0.1769, 0.0390, -0.0565], [-0.4063, 0.0052, -0.0433], [-0.0915, -0.1715, -0.3570], [-0.1093, 0.1682, 0.2028], [0.0270, -0.1853, -0.0088], [-0.2603, 0.1628, 0.1866], [-0.0825, 0.0926, 0.0598], [0.4162, -0.2866, -0.3442], [0.6720, -0.1709, 0.5795], [-0.4659, -0.0959, 0.0609], [0.1468, 0.1325, -0.4460], [0.0424, 0.0108, 0.0044], [-0.0303, -0.0249, 0.0003], [0.0169, 0.0986, 0.0228], [0.0188, -0.0388, 0.0379], [-0.0397, 0.0941, 0.0571], [0.0278, 0.0466, -0.0919], [-0.0857, -0.2105, 0.0519], [-0.2524, 0.2818, 0.1430], [0.0945, -0.2217, -0.2160], [0.0012, 0.1383, -0.0022], [-0.0127, -0.0155, 0.0254], [0.0308, -0.0190, -0.0057], [-0.0422, -0.0218, -0.0472], [-0.0478, -0.0287, 0.0381], [-0.0652, 0.0771, 0.0754], [0.0605, 0.0266, -0.0333], [0.0345, -0.0242, -0.0323], [0.2205, -0.1765, -0.1115], [0.0248, -0.0810, 0.1033], [-0.2493, -0.0837, 0.0011], [0.0883, 0.2273, -0.1033], [-0.4492, 0.0890, 0.3597], [0.1400, -0.1590, -0.1488], [0.1106, -0.0122, 0.0744], [0.1164, -0.0004, -0.0504], [0.0139, 0.0231, -0.0998], [-0.0134, 0.0340, -0.1085], [-0.0951, 0.0675, -0.1347], [0.0484, -0.0318, 0.1181], [-0.1820, -0.0663, 0.0070], [0.0312, 0.1166, -0.0448], [0.0176, 0.0202, 0.1061], [-0.0034, 0.1385, -0.0999], [0.0837, -0.1031, -0.0569], [0.1030, 0.0007, 0.1588], [0.0655, -0.0858, -0.0952], [-0.1562, -0.0100, 0.0218], [0.0396, -0.0150, 0.0832], [0.0325, 0.0000, -0.0144], [0.0106, 0.0041, -0.0392], [-0.0293, 0.0114, -0.0547], [-0.0926, -0.0035, 0.0138]],
  "lowdin_charge": [0.623, 0.064, -0.286, 0.054, -0.154, 0.107, -0.153, 0.070, -0.622, 0.044, -0.072, -0.716, -0.035, -0.024, 0.105, 0.123, 0.127, -0.046, -0.257, 0.000, -0.111, 0.010, -0.093, -0.004, 0.075, 0.078, 0.087, 0.117, 0.121, 0.114, 0.115, -0.164, 0.415, -0.187, -0.172, -0.130, -0.374, -0.052, -0.123, -0.140, -0.109, -0.057, 0.028, 0.024, 0.029, 0.021, 0.029, 0.016, 0.020, 0.020, 0.009, 0.073, 0.091, 0.082, 0.097, 0.094],
  "total_charge": -1,
  "lumo_energy_ev": [2.5858, 2.5831],
  "spin_multiplicity": 2,
  "molar_mass_da": 502.082,
  "energy_ha": -3323.38479,
  "de_lowest_ev": 0.155,
  "gap_ev": [7.0, 7.0]
}

=====

{
  "formula": "C15H26BF6NO5",
  "method": "ωB97M-V/def2-TZVPD",
  "symbols": ["C", "C", "O", "C", "O", "C", "F", "F", "F", "H", "H", "H", "H", "H", "C", "C", "O", "C", "O", "C", "F", "F", "F", "H", "H", "H", "H", "H", "B", "C", "C", "C", "C", "N", "C", "C", "C", "O", "H", "H", "H", "H", "H", "H", "H", "H", "H", "H", "H", "H", "H", "H", "H", "H"],
  "coordinates": [[0.8669, 5.1426, 2.5657], [-0.2970, 6.1057, 2.6096], [-0.3943, 6.8580, 1.3773], [-0.9570, 6.2203, 0.3626], [-1.4027, 5.1116, 0.3624], [-0.9995, 7.1446, -0.8742], [0.1784, 7.7400, -1.0759], [-1.9243, 8.0960, -0.6932], [-1.3150, 6.4512, -1.9605], [1.7977, 5.6734, 2.3651], [0.9594, 4.6288, 3.5221], [0.7216, 4.3941, 1.7882], [-0.1651, 6.8599, 3.3815], [-1.2402, 5.5888, 2.7798], [3.0379, -4.6710, -4.7848], [3.4548, -4.2251, -3.4019], [3.0851, -2.8478, -3.1631], [1.8291, -2.6374, -2.8090], [0.9731, -3.4556, -2.6461], [1.6013, -1.1293, -2.5708], [2.1128, -0.3950, -3.5623], [2.1892, -0.7696, -1.4289], [0.2995, -0.8748, -2.4845], [3.4644, -4.0133, -5.5422], [3.3959, -5.6842, -4.9652], [1.9539, -4.6666, -4.8897], [4.5363, -4.2366, -3.2900], [3.0126, -4.8473, -2.6250], [-3.4328, -1.6060, 2.4362], [-3.7683, -1.9377, 0.9486], [-2.8114, -2.9791, 0.3155], [-1.4460, -2.3828, -0.0695], [-0.3823, -2.5934, 1.0274], [0.5560, -1.4742, 1.2235], [1.6408, -1.9029, 2.1276], [-0.1189, -0.3260, 1.7786], [-0.4219, 0.7998, 0.8226], [-0.3662, -0.2478, 2.9615], [-3.2917, -0.4931, 2.8387], [-3.3630, -2.4958, 3.2329], [-4.7791, -2.3786, 0.9532], [-3.8126, -1.0428, 0.3175], [-3.2871, -3.4212, -0.5661], [-2.6597, -3.8022, 1.0270], [-1.5545, -1.3185, -0.2766], [-1.0925, -2.8444, -0.9963], [-0.8699, -2.8390, 1.9869], [0.2291, -3.4625, 0.7544], [1.2821, -2.6108, 2.8872], [2.4087, -2.3947, 1.5241], [2.0698, -1.0386, 2.6347], [-0.4552, 1.7409, 1.3789], [-1.3887, 0.6319, 0.3416], [0.3407, 0.8581, 0.0427]],
  "forces_ev_per_a": [[0.0597, 0.0021, -0.1078], [0.0079, -0.0996, 0.2067], [-0.0427, 0.0013, -0.1006], [0.0513, 0.0378, 0.1232], [-0.0180, -0.0262, -0.0641], [-0.0192, -0.0635, 0.0386], [0.0433, 0.0246, -0.0295], [-0.0284, 0.0489, -0.0083], [-0.0107, 0.0002, -0.0321], [-0.0060, 0.0146, 0.0406], [-0.0169, 0.0075, 0.0188], [-0.0222, -0.0188, 0.0242], [0.0121, 0.0481, -0.0589], [-0.0073, -0.0095, -0.0507], [-0.0532, 0.0925, -0.0298], [0.1004, -0.2056, -0.0145], [-0.0296, 0.0595, -0.0026], [0.0816, 0.0037, 0.0093], [-0.0597, -0.0541, 0.0030], [-0.1094, -0.1770, -0.0447], [0.0082, 0.0542, -0.0229], [0.0759, 0.1405, 0.0594], [0.0192, 0.0898, 0.0237], [0.0249, -0.0204, 0.0025], [0.0095, -0.0119, 0.0062], [0.0006, -0.0196, 0.0302], [-0.0057, 0.0522, 0.0052], [-0.0447, 0.0318, -0.0062], [-0.1345, 0.0471, 0.1260], [0.2950, -0.0408, -0.0582], [-0.1176, -0.0264, -0.0464], [0.1165, -0.2128, 0.1166], [-0.0392, -0.0870, -0.3144], [-0.0335, 0.0596, 0.2282], [-0.2006, -0.1604, -0.1545], [-0.0005, 0.0357, 0.3685], [0.1633, 0.1214, -0.0135], [0.1375, 0.0137, -0.4032], [-0.0365, 0.0016, -0.0254], [0.0604, -0.0360, -0.0618], [0.0757, 0.0816, 0.1028], [-0.0432, -0.1405, -0.0172], [0.0768, 0.1197, 0.0581], [-0.0410, 0.0456, -0.1464], [-0.0615, -0.0531, -0.0819], [0.0197, 0.1444, 0.1122], [0.0260, 0.0686, -0.0047], [-0.1017, 0.1067, 0.1272], [0.0735, 0.1642, 0.0229], [-0.0393, 0.0308, 0.0903], [0.0369, -0.1059, -0.0865], [-0.1566, -0.1868, -0.0832], [0.0373, 0.0952, 0.0565], [-0.1339, -0.0896, 0.0692]],
  "lowdin_charge": [-0.057, -0.188, 0.032, -0.405, 0.167, -0.554, 0.169, 0.167, 0.176, 0.084, 0.085, 0.069, 0.125, 0.125, -0.058, -0.190, 0.034, -0.401, 0.162, -0.555, 0.171, 0.166, 0.170, 0.084, 0.083, 0.079, 0.125, 0.125, -0.016, -0.224, -0.220, -0.168, -0.177, -0.138, -0.071, -0.477, 0.020, 0.094, 0.024, 0.032, 0.106, 0.090, 0.105, 0.107, 0.085, 0.096, 0.116, 0.125, 0.087, 0.083, 0.089, 0.082, 0.081, 0.077],
  "lumo_energy_ev": 0.6646,
  "smiles": "CCOC(=O)C(F)(F)F.CCOC(=O)C(F)(F)F.BCCCCN(C)C(C)=O",
  "molar_mass_da": 425.175,
  "energy_ha": -1642.14627,
  "gap_ev": 9.6
}

=====

{
  "formula": "C4H6F2S2",
  "method": "ωB97M-V/def2-TZVPD",
  "symbols": ["F", "C", "C", "S", "C", "S", "C", "F", "H", "H", "H", "H", "H", "H"],
  "coordinates": [[1.3787, -1.9212, -0.2539], [0.8740, -0.9233, 0.5529], [0.0314, 0.0586, -0.2399], [1.0791, 0.9130, -1.4610], [-0.9889, -0.8422, -1.0181], [-2.5630, -0.8503, -0.7927], [-0.6538, 1.0899, 0.6420], [-1.3244, 2.0468, -0.0801], [0.2632, -1.3585, 1.3272], [1.6896, -0.3667, 1.0400], [1.8209, 1.5736, -0.5324], [-0.4320, -1.4893, -1.6775], [0.1685, 1.5374, 1.1631], [-1.3433, 0.5323, 1.3304]],
  "forces_ev_per_a": [[0.0265, 0.1691, 0.1925], [0.3453, 0.8081, 0.5962], [-1.2571, -0.5390, -1.3996], [0.2782, 0.1782, -0.1060], [1.1647, 1.1470, 0.5991], [-0.1989, -0.1877, -0.1029], [-0.1643, -1.3973, 0.3633], [0.0482, -0.2952, 0.2093], [-0.2468, -0.4919, 0.3158], [0.0498, -0.3664, -0.2090], [-0.2433, -0.2443, -0.3119], [-0.2992, -0.3746, -0.4533], [0.1342, 0.7303, 0.7972], [0.3630, 0.8637, -0.4907]],
  "lowdin_charge": [-0.035, -0.241, -0.812, 0.831, -0.647, 0.786, -0.283, -0.045, 0.128, 0.128, -0.098, 0.054, 0.107, 0.125],
  "lumo_energy_ev": -0.5584,
  "smiles": "FCC(S)(C=S)CF",
  "molar_mass_da": 156.222,
  "energy_ha": -1152.06720,
  "de_lowest_ev": 0.824,
  "gap_ev": 8.6
}

=====

{
  "formula": "C4H7NO",
  "method": "ωB97M-V/def2-TZVPD",
  "symbols": ["C", "C", "N", "C", "C", "O", "H", "H", "H", "H", "H", "H", "H"],
  "coordinates": [[-1.6693, -0.0761, -0.3682], [-0.4008, -0.2436, 0.4639], [0.7084, -1.1064, -0.0450], [1.5881, 0.1243, -0.3883], [0.5620, 0.9309, 0.3793], [0.6155, 1.9612, 0.9919], [-2.3548, -0.9279, -0.3093], [-1.4477, 0.1173, -1.4230], [-2.1913, 0.8014, 0.0344], [-0.6666, -0.4311, 1.5114], [1.0490, -1.6961, 0.7103], [1.5881, 0.1485, -1.4729], [2.6194, 0.3975, -0.0845]],
  "forces_ev_per_a": [[0.0596, 0.0062, -0.0217], [-0.0977, 0.3675, 0.1967], [0.5682, 0.1747, 0.0598], [-0.2858, -0.2841, -0.0993], [-0.3004, 0.4792, 0.3182], [0.0674, -0.1660, -0.4427], [0.2631, 0.0357, 0.0388], [0.0514, -0.0690, 0.1538], [0.0155, -0.1574, -0.1226], [0.0170, -0.0904, -0.1176], [0.2321, 0.2344, -0.1893], [-0.1975, 0.5459, -0.1526], [-0.3928, -1.0768, 0.3786]],
  "lowdin_charge": [-0.047, -0.323, 0.009, -0.069, -0.388, 0.109, 0.075, 0.081, 0.084, 0.146, 0.095, 0.103, 0.124],
  "lumo_energy_ev": 0.9187,
  "smiles": "C[C@H]1NCC1=O",
  "molar_mass_da": 85.106,
  "energy_ha": -286.55536,
  "de_lowest_ev": 2.076,
  "gap_ev": 10.5
}